No. 1
{
  "formula": "C10H20",
  "method": "ωB97M-V/def2-TZVPD",
  "gap_ev": 10.0,
  "smiles": "C=C(C)CC.C=C(C)CC",
  "largest_force_ev_per_a": 3.16,
  "e_above_lowest_kj_mol": 198.1,
  "lumo_ev": 0.9,
  "elements": ["C", "C", "C", "C", "C", "H", "H", "H", "H", "H", "H", "H", "H", "H", "H", "C", "C", "C", "C", "C", "H", "H", "H", "H", "H", "H", "H", "H", "H", "H"],
  "xyz": [[3.80164, 1.99019, 2.14167], [2.51621, 1.77668, 2.56768], [2.11140, 2.02255, 3.96002], [1.94187, 1.11809, 0.08109], [1.52496, 1.09805, 1.61829], [4.48532, 2.39197, 2.89821], [4.22503, 1.70769, 1.17102], [2.07653, 1.12988, 4.60697], [1.11424, 2.49398, 3.95694], [2.83688, 2.73667, 4.38467], [2.88848, 0.62627, -0.19937], [1.94763, 2.14610, -0.31858], [1.10743, 0.56519, -0.38216], [0.48212, 1.46841, 1.59044], [1.48856, -0.00053, 1.74958], [-2.16775, 0.16137, -2.65021], [-2.58023, -1.02720, -2.29671], [-3.28564, -2.00024, -3.29792], [-1.31682, -2.50644, -0.96626], [-2.42630, -1.55010, -0.88851], [-2.26796, 0.63113, -3.63534], [-1.61677, 0.71003, -1.87781], [-4.16686, -2.42117, -2.78518], [-2.60581, -2.82679, -3.56486], [-3.62081, -1.50681, -4.22570], [-1.45234, -3.41189, -1.58140], [-1.00635, -2.81266, 0.04689], [-0.51302, -1.89598, -1.41107], [-3.31328, -2.09134, -0.50672], [-2.20837, -0.72308, -0.18568]]
}

No. 2
{
  "formula": "C10H20B3BrN2O8",
  "method": "ωB97M-V/def2-TZVPD",
  "gap_ev": 9.7,
  "largest_force_ev_per_a": 3.14,
  "e_above_lowest_kj_mol": 0.0,
  "lumo_ev": 0.4,
  "elements": ["N", "C", "O", "B", "O", "B", "Br", "O", "B", "C", "N", "O", "H", "H", "H", "H", "O", "C", "O", "C", "C", "C", "H", "H", "H", "H", "H", "H", "H", "H", "O", "C", "O", "C", "C", "C", "H", "H", "H", "H", "H", "H", "H", "H"],
  "xyz": [[-5.21962, -1.52018, -1.85394], [-4.25464, -0.94106, -2.11206], [-3.35948, -0.02534, -2.37464], [-2.04298, -0.52123, -2.16639], [-1.24646, -0.88991, -3.24161], [-0.13533, -0.05054, -3.17932], [0.33015, 0.91307, -4.79025], [0.55774, 0.10739, -2.01233], [-0.38809, 0.36442, -1.00995], [-0.38375, 1.60924, -0.06603], [-0.44449, 2.85204, -0.91354], [-1.45320, -0.57473, -0.93680], [-1.30226, 1.55793, 0.52689], [0.47853, 1.62328, 0.60768], [-0.57285, 2.59583, -1.88852], [-1.30300, 3.33242, -0.66585], [1.88961, -1.71865, -1.84341], [2.95964, -2.02267, -2.29601], [3.66571, -3.00820, -1.70409], [4.83999, -3.58730, -2.27883], [6.08921, -2.81326, -1.91203], [3.58038, -1.26733, -3.44895], [4.72827, -3.70207, -3.35782], [4.89614, -4.59226, -1.86325], [6.06188, -1.79730, -2.30636], [6.97577, -3.31137, -2.30537], [6.18018, -2.73796, -0.82848], [4.14720, -0.42489, -3.05431], [2.78189, -0.88636, -4.08094], [4.22243, -1.87698, -4.08015], [-2.87334, 1.25595, 1.64108], [-3.09105, 1.36721, 2.81859], [-2.79139, 2.52904, 3.42595], [-3.20094, 2.84525, 4.76020], [-2.21090, 2.33914, 5.78820], [-3.60196, 0.20857, 3.63995], [-4.21323, 2.48686, 4.95064], [-3.24389, 3.93259, 4.79604], [-2.13710, 1.25157, 5.77260], [-2.50960, 2.64960, 6.78965], [-1.21684, 2.73453, 5.57958], [-2.75306, -0.37225, 3.99881], [-4.21109, -0.41903, 2.99443], [-4.22420, 0.50491, 4.48094]]
}

No. 3
{
  "formula": "C10H20BF4N3O5PPtS",
  "method": "ωB97M-V/def2-TZVPD",
  "gap_ev": [8.5, 6.9],
  "largest_force_ev_per_a": 0.77,
  "multiplicity": 3,
  "e_above_lowest_kj_mol": 34.2,
  "total_charge": 1,
  "lumo_ev": [-3.0, -4.6],
  "elements": ["Pt", "C", "O", "C", "O", "N", "N", "H", "H", "H", "H", "H", "H", "S", "C", "N", "C", "C", "C", "C", "H", "H", "H", "H", "H", "C", "O", "P", "O", "C", "O", "C", "H", "H", "H", "H", "H", "H", "H", "H", "H", "F", "B", "F", "F", "F"],
  "xyz": [[-0.01698, 0.01236, 0.05531], [4.50877, 0.74898, -1.89643], [3.81151, -0.51038, -1.91602], [2.70877, -0.58716, -1.20092], [2.25215, 0.33424, -0.53593], [2.17432, -1.82834, -1.29205], [0.96997, -2.14738, -0.68200], [5.31624, 0.63855, -2.61072], [4.90493, 0.94207, -0.90180], [3.84024, 1.55525, -2.18937], [2.66259, -2.50935, -1.85194], [1.10475, -2.81924, 0.06513], [0.30284, -2.49797, -1.36088], [0.04760, -0.75466, 2.30317], [-0.32913, 0.58070, 3.33362], [0.19200, 1.80246, 3.09788], [-0.07286, 2.88350, 3.85461], [-0.86069, 2.76618, 4.96219], [-1.38069, 1.50875, 5.28009], [-1.10832, 0.42256, 4.48022], [0.73285, 1.91399, 2.25400], [0.36760, 3.81705, 3.53902], [-1.08173, 3.63031, 5.56930], [-2.01669, 1.39564, 6.14738], [-1.51689, -0.55392, 4.69041], [-1.62595, 2.72589, -2.64184], [-1.68232, 1.29382, -2.82856], [-0.66998, 0.26349, -2.18209], [0.64911, 0.30700, -3.08237], [0.57454, 0.20232, -4.52099], [-1.33853, -1.10420, -2.67555], [-2.61887, -1.51402, -2.14491], [-2.25159, 3.15100, -3.42072], [-0.60451, 3.09232, -2.74785], [-2.02504, 2.99412, -1.66810], [1.41696, 0.75550, -4.92599], [-0.35643, 0.62248, -4.89640], [0.64242, -0.84436, -4.81132], [-2.83340, -2.48656, -2.57695], [-3.39176, -0.80273, -2.42962], [-2.58211, -1.58392, -1.05650], [-3.33064, 2.49436, -0.21623], [-2.59776, 1.71435, 0.63132], [-1.17408, 2.11683, 0.53745], [-2.97946, 1.81415, 1.95042], [-2.60138, 0.34249, 0.21098]]
}

No. 4
{
  "formula": "C10H20CdNO7",
  "method": "ωB97M-V/def2-TZVPD",
  "gap_ev": 8.1,
  "largest_force_ev_per_a": 3.18,
  "total_charge": -1,
  "lumo_ev": 3.0,
  "elements": ["Cd", "C", "C", "O", "O", "H", "H", "H", "C", "C", "O", "O", "H", "H", "H", "C", "C", "O", "O", "H", "H", "H", "C", "C", "C", "O", "C", "N", "H", "H", "H", "H", "H", "H", "H", "H", "H", "H", "H"],
  "xyz": [[-3.49006, -44.92087, 5.74724], [-0.28748, -45.83125, 8.07202], [-1.53250, -45.44872, 7.32835], [-2.67769, -45.58434, 7.80584], [-1.38873, -45.00994, 6.13190], [0.60704, -45.46311, 7.56983], [-0.15024, -46.87213, 8.35109], [-0.29537, -45.24769, 9.00304], [-7.68446, -46.34800, 5.98823], [-6.54499, -45.70515, 6.77214], [-5.47548, -45.43922, 6.13022], [-6.66925, -45.59937, 7.99645], [-8.63093, -45.87255, 6.26335], [-7.76238, -47.38612, 6.30388], [-7.59003, -46.19933, 4.91265], [-3.81447, -41.11900, 4.58485], [-3.64519, -42.52863, 5.05949], [-3.53532, -43.49317, 4.22319], [-3.77081, -42.84592, 6.26752], [-4.63393, -41.07962, 3.86637], [-2.91298, -40.79736, 4.06134], [-4.05368, -40.45578, 5.41140], [-4.89185, -48.40741, 4.70959], [-4.23984, -47.54445, 3.63784], [-5.21319, -46.63463, 2.89836], [-6.12183, -47.40808, 2.14170], [-7.13583, -46.56376, 1.63050], [-3.21813, -46.68571, 4.31654], [-5.77460, -48.95781, 4.38659], [-5.17225, -47.76562, 5.54685], [-4.19406, -49.12659, 5.15109], [-3.72519, -48.13041, 2.86785], [-4.60005, -46.08165, 2.17108], [-5.65811, -45.92641, 3.60345], [-7.75312, -47.04778, 0.87468], [-6.65114, -45.73256, 1.10508], [-7.75817, -46.22684, 2.45998], [-2.64230, -46.32941, 3.54406], [-2.55979, -47.40065, 4.64264]]
}

No. 5
{
  "formula": "C10H20Cl10",
  "method": "ωB97M-V/def2-TZVPD",
  "gap_ev": 11.1,
  "smiles": "ClCCCl.ClCCCl.ClCCCl.ClCCCl.ClCCCl",
  "largest_force_ev_per_a": 2.14,
  "e_above_lowest_kj_mol": 57.4,
  "lumo_ev": 0.4,
  "elements": ["Cl", "C", "C", "Cl", "H", "H", "H", "H", "Cl", "C", "C", "Cl", "H", "H", "H", "H", "Cl", "C", "C", "Cl", "H", "H", "H", "H", "Cl", "C", "C", "Cl", "H", "H", "H", "H", "Cl", "C", "C", "Cl", "H", "H", "H", "H"],
  "xyz": [[2.91412, 2.88453, 3.53196], [1.07631, 2.82706, 3.36564], [0.38426, 3.81594, 2.54832], [0.75725, 3.53970, 0.82380], [0.72494, 2.90836, 4.37547], [0.95317, 1.85597, 2.94245], [0.54877, 4.81872, 2.88542], [-0.66363, 3.59457, 2.68012], [-4.36713, 1.79366, 0.01294], [-2.66845, 2.02842, -0.48833], [-1.97600, 0.75648, -0.85166], [-2.44170, -0.19549, -2.27280], [-2.21850, 2.36797, 0.44738], [-2.72147, 2.75718, -1.28843], [-2.06120, 0.06723, -0.00328], [-0.91062, 0.91008, -1.07638], [0.80301, -0.65934, 0.70735], [2.46793, -0.06100, 0.50154], [3.15449, -0.39434, 1.85816], [4.88603, 0.03586, 1.69888], [2.33100, 1.01174, 0.22588], [2.91210, -0.68251, -0.27155], [3.17070, -1.50445, 2.02602], [2.76651, 0.24210, 2.64640], [2.31633, -2.60785, -2.68756], [0.75253, -2.03764, -3.47090], [0.92673, -0.75290, -4.16268], [1.33007, 0.60798, -3.11939], [0.07185, -1.99272, -2.65619], [0.40428, -2.83164, -4.14851], [0.00323, -0.52179, -4.64241], [1.57517, -0.86271, -5.01856], [-2.70071, -1.85021, 2.17828], [-2.18424, -3.13784, 1.07556], [-2.08754, -2.75719, -0.39349], [-2.29292, -4.21002, -1.34798], [-2.81796, -3.94547, 1.27381], [-1.18915, -3.42490, 1.40725], [-1.12220, -2.36732, -0.56485], [-2.80736, -2.02624, -0.74767]]
}

No. 6
{
  "formula": "C10H20Cl10",
  "method": "ωB97M-V/def2-TZVPD",
  "gap_ev": 11.0,
  "smiles": "ClCCCl.ClCCCl.ClCCCl.ClCCCl.ClCCCl",
  "largest_force_ev_per_a": 1.99,
  "e_above_lowest_kj_mol": 35.5,
  "lumo_ev": 0.5,
  "elements": ["Cl", "C", "C", "Cl", "H", "H", "H", "H", "Cl", "C", "C", "Cl", "H", "H", "H", "H", "Cl", "C", "C", "Cl", "H", "H", "H", "H", "Cl", "C", "C", "Cl", "H", "H", "H", "H", "Cl", "C", "C", "Cl", "H", "H", "H", "H"],
  "xyz": [[-0.79470, -23.75564, -1.20343], [-2.39409, -24.33309, -1.81341], [-3.48918, -23.35854, -1.50641], [-3.09397, -21.73014, -2.15647], [-2.46476, -25.30173, -1.32392], [-2.31612, -24.53194, -2.88047], [-3.70064, -23.23540, -0.44631], [-4.43573, -23.61080, -1.98071], [2.77738, -19.18104, -9.25805], [2.71110, -17.71986, -8.25142], [3.42928, -17.84343, -6.90603], [2.72492, -19.08874, -5.89037], [1.64532, -17.50174, -8.21411], [3.16373, -16.87618, -8.77529], [3.38752, -16.87126, -6.42511], [4.44015, -18.14196, -7.17629], [1.25131, -21.81669, -4.36559], [0.28779, -20.54793, -3.47740], [1.02888, -20.15008, -2.22045], [-0.02166, -19.07090, -1.26841], [-0.69806, -20.96548, -3.32147], [0.26598, -19.77773, -4.24660], [1.99678, -19.69022, -2.34772], [1.11212, -21.10524, -1.69700], [-2.47482, -21.06354, 2.50108], [-2.54388, -19.98577, 1.08371], [-3.79057, -19.08105, 1.14257], [-5.23903, -20.11631, 0.98010], [-2.63024, -20.61133, 0.20339], [-1.65975, -19.35537, 1.04613], [-3.68494, -18.52694, 0.20986], [-3.80194, -18.49377, 2.05118], [4.06791, -22.47850, -2.16021], [4.85496, -21.47182, -3.42083], [5.77088, -20.41083, -2.84154], [4.89091, -19.20252, -1.85303], [4.12714, -21.07602, -4.11758], [5.58004, -22.09325, -3.95665], [6.13814, -19.83465, -3.69540], [6.64474, -20.72351, -2.28089]]
}